Entry from OMol25: a 13-piece molecular cluster, C18H62O13 overall at a distorted geometry (wB97M-V/def2-TZVPD).

Last column: Mulliken charge in e.
CARTESIAN COORDINATES (ANGSTROEM)
C (-0.443, 3.134, -3.748)  -1.574
C (-1.535, 2.134, -3.552)  0.453
O (-2.160, 2.510, -2.336)  -0.463
H (-0.003, 2.978, -4.724)  0.385
H (0.339, 3.000, -3.073)  0.253
H (-0.727, 4.135, -3.697)  0.426
H (-1.116, 1.141, -3.520)  -0.145
H (-2.205, 2.212, -4.421)  0.444
H (-2.888, 1.875, -2.270)  0.107
C (-1.273, 0.406, 1.000)  0.754
C (-0.226, 0.516, -0.110)  0.637
O (-0.064, -0.810, -0.569)  1.539
H (-2.213, 0.213, 0.497)  -0.970
H (-1.344, 1.216, 1.701)  0.492
H (-0.979, -0.415, 1.570)  -0.909
H (0.671, 1.017, 0.152)  -0.578
H (-0.574, 0.997, -0.968)  0.361
H (0.723, -0.842, -1.155)  -1.153
C (2.042, 0.694, -3.127)  -0.525
C (1.767, -0.807, -3.105)  -0.584
O (2.372, -1.319, -1.948)  -0.490
H (1.632, 1.041, -4.068)  0.449
H (3.114, 0.760, -3.262)  0.461
H (1.569, 1.230, -2.311)  -0.388
H (2.165, -1.188, -3.989)  0.733
H (0.675, -1.013, -3.121)  -0.232
H (3.304, -1.326, -2.103)  0.344
C (1.995, -2.922, 2.359)  -1.250
C (2.217, -1.583, 1.687)  1.981
O (3.201, -0.864, 2.382)  -0.703
H (2.881, -3.548, 2.280)  0.358
H (1.107, -3.275, 1.848)  0.199
H (1.675, -2.784, 3.415)  0.337
H (1.305, -1.018, 1.661)  -0.810
H (2.522, -1.791, 0.663)  -0.519
H (2.802, -0.541, 3.218)  0.338
C (3.719, 1.610, -0.312)  -0.029
C (4.694, 1.596, 0.779)  -0.120
O (5.141, 0.283, 0.840)  -0.610
H (4.196, 1.311, -1.223)  0.277
H (3.274, 2.601, -0.412)  0.315
H (2.925, 0.936, -0.124)  -0.535
H (4.217, 1.874, 1.726)  0.002
H (5.524, 2.323, 0.551)  0.355
H (4.383, -0.137, 1.246)  0.333
C (-0.966, -1.772, 4.205)  -0.327
O (-1.187, -3.176, 4.015)  -0.525
H (-1.532, -1.098, 3.604)  0.252
H (0.021, -1.594, 3.860)  -0.141
H (-0.944, -1.565, 5.245)  0.560
H (-0.804, -3.663, 4.735)  0.310
C (1.460, -4.210, -0.806)  -0.074
O (2.675, -4.249, -0.183)  -0.546
H (0.817, -4.904, -0.344)  0.448
H (1.593, -4.368, -1.931)  0.303
H (1.053, -3.219, -0.674)  -0.306
H (3.251, -3.539, -0.410)  0.313
C (-2.222, -2.816, 1.156)  0.642
O (-3.329, -2.674, 2.113)  -0.593
H (-1.265, -2.490, 1.540)  -0.481
H (-2.399, -2.061, 0.286)  -0.355
H (-2.132, -3.852, 0.867)  0.406
H (-3.155, -3.392, 2.796)  0.320
C (-1.478, -2.989, -2.611)  -0.577
O (-2.035, -2.672, -3.877)  -0.550
H (-0.445, -3.034, -2.737)  0.023
H (-1.799, -3.972, -2.216)  0.435
H (-1.680, -2.168, -1.902)  0.255
H (-2.895, -3.101, -3.821)  0.334
C (-0.863, 4.079, 1.388)  -0.564
O (-0.190, 4.868, 2.301)  -0.547
H (-1.418, 4.652, 0.636)  0.508
H (-1.637, 3.567, 1.913)  0.253
H (-0.229, 3.278, 0.965)  0.099
H (-0.829, 5.445, 2.641)  0.307
C (1.602, 1.873, 2.905)  -0.138
O (2.754, 1.736, 3.764)  -0.580
H (1.787, 1.971, 1.820)  -0.003
H (1.102, 2.793, 3.084)  0.508
H (0.979, 1.026, 3.049)  -0.090
H (3.163, 2.593, 3.720)  0.334
C (-3.957, 2.670, 0.386)  -0.208
O (-4.556, 3.445, 1.354)  -0.561
H (-4.387, 2.807, -0.592)  0.306
H (-4.024, 1.557, 0.567)  0.035
H (-2.935, 2.859, 0.274)  0.077
H (-3.964, 4.154, 1.538)  0.370
C (-3.635, -0.272, -1.708)  0.071
O (-4.221, 0.803, -2.353)  -0.562
H (-2.550, -0.150, -1.780)  -0.435
H (-3.921, -1.192, -2.145)  0.413
H (-3.868, -0.264, -0.609)  0.209
H (-5.171, 0.748, -2.341)  0.329

Properties
Charge: 0

=====

Entry from OMol25: a 16-piece molecular cluster, C18H65F3N28O17 overall at a distorted geometry (wB97M-V/def2-TZVPD).

Last column: Mulliken charge in e.
CARTESIAN COORDINATES (ANGSTROEM)
O (14.882, 3.388, -5.017)  -0.506
H (15.456, 3.083, -5.724)  0.478
H (14.614, 2.616, -4.514)  0.470
H (14.112, 3.851, -5.354)  0.474
C (8.699, 6.833, -4.397)  -0.086
O (7.890, 7.700, -5.168)  -0.213
O (9.475, 6.179, -5.521)  -0.922
C (9.485, 7.561, -3.226)  0.782
F (10.255, 6.660, -2.636)  -0.274
F (10.171, 8.714, -3.548)  -0.264
F (8.613, 7.806, -2.372)  -0.255
C (6.576, 7.146, -5.650)  -0.176
C (6.441, 7.684, -7.047)  -1.157
H (6.664, 8.751, -7.016)  0.260
H (7.179, 7.289, -7.745)  0.249
H (5.500, 7.535, -7.578)  0.391
H (5.796, 7.653, -5.080)  0.236
H (6.367, 6.077, -5.705)  0.324
H (8.004, 6.180, -3.870)  0.187
C (2.759, 6.615, 0.020)  0.654
O (1.733, 6.462, -0.652)  -0.686
N (3.243, 5.799, 0.823)  -0.284
N (3.408, 7.735, 0.158)  -0.384
H (2.992, 4.821, 0.848)  0.213
H (4.005, 6.241, 1.316)  0.158
H (4.062, 7.961, 0.894)  0.140
H (3.262, 8.515, -0.467)  0.191
C (13.074, 9.008, -10.254)  0.642
O (13.556, 9.588, -11.253)  -0.699
N (11.833, 8.931, -10.146)  -0.314
N (13.702, 8.550, -9.243)  -0.372
H (11.164, 9.038, -10.895)  0.225
H (11.705, 8.445, -9.270)  0.137
H (14.649, 8.836, -9.036)  0.201
H (13.340, 7.776, -8.705)  0.180
C (10.856, 3.479, -11.934)  0.618
O (10.926, 2.792, -12.933)  -0.642
N (9.755, 3.976, -11.401)  -0.390
N (11.847, 3.624, -11.073)  -0.375
H (8.998, 4.061, -12.064)  0.231
H (9.708, 4.548, -10.570)  0.187
H (11.683, 3.992, -10.147)  0.162
H (12.757, 3.252, -11.305)  0.211
C (15.813, 5.898, 3.683)  0.673
O (16.816, 5.620, 4.366)  -0.664
N (15.440, 5.250, 2.614)  -0.402
N (15.046, 6.942, 3.886)  -0.397
H (15.981, 4.441, 2.348)  0.222
H (14.559, 5.486, 2.180)  0.169
H (14.320, 7.181, 3.227)  0.175
H (15.086, 7.300, 4.829)  0.225
C (17.458, 8.432, -3.218)  0.636
O (17.537, 8.258, -4.425)  -0.655
N (16.920, 9.482, -2.668)  -0.411
N (17.733, 7.521, -2.367)  -0.376
H (17.243, 9.836, -1.779)  0.207
H (16.187, 10.029, -3.097)  0.204
H (17.394, 7.728, -1.439)  0.180
H (17.985, 6.583, -2.644)  0.212
C (-0.909, 10.710, -9.172)  0.645
O (-0.662, 11.734, -8.482)  -0.665
N (-0.060, 10.071, -10.003)  -0.395
N (-2.119, 10.174, -9.183)  -0.392
H (0.820, 10.556, -10.109)  0.238
H (-0.505, 9.317, -10.506)  0.177
H (-2.757, 10.409, -8.435)  0.232
H (-2.281, 9.322, -9.701)  0.161
C (1.137, 0.798, -3.192)  0.644
O (0.398, 1.189, -2.371)  -0.635
N (0.712, -0.192, -3.899)  -0.398
N (2.309, 1.289, -3.491)  -0.369
H (-0.292, -0.303, -3.913)  0.225
H (1.303, -0.579, -4.620)  0.157
H (2.620, 2.104, -2.982)  0.223
H (2.920, 0.808, -4.137)  0.153
C (-2.882, 4.360, -5.828)  0.674
O (-3.793, 3.917, -6.549)  -0.699
N (-2.968, 4.460, -4.578)  -0.340
N (-1.650, 4.616, -6.231)  -0.389
H (-3.867, 4.354, -4.131)  0.220
H (-2.172, 4.789, -4.049)  0.152
H (-0.974, 4.858, -5.521)  0.166
H (-1.310, 4.310, -7.131)  0.219
C (7.772, 1.762, 2.288)  0.585
O (7.609, 1.240, 1.188)  -0.656
N (8.216, 2.959, 2.271)  -0.380
N (7.258, 1.403, 3.406)  -0.363
H (8.159, 3.605, 1.496)  0.195
H (8.711, 3.314, 3.076)  0.192
H (7.269, 0.469, 3.790)  0.217
H (7.123, 2.082, 4.142)  0.210
C (11.153, 14.200, -6.882)  0.624
O (12.149, 13.784, -6.284)  -0.647
N (9.970, 13.644, -6.922)  -0.360
N (11.037, 15.459, -7.305)  -0.442
H (9.177, 14.240, -7.113)  0.160
H (9.822, 12.696, -6.605)  0.220
H (10.239, 15.790, -7.827)  0.203
H (11.966, 15.764, -7.561)  0.241
C (8.372, 8.618, 5.250)  0.624
O (7.347, 8.203, 4.716)  -0.691
N (8.935, 9.790, 5.027)  -0.403
N (8.893, 7.993, 6.191)  -0.360
H (8.692, 10.178, 4.127)  0.244
H (9.775, 10.081, 5.507)  0.179
H (8.301, 7.271, 6.578)  0.236
H (9.692, 8.207, 6.771)  0.171
C (6.046, -0.398, -8.174)  0.595
O (5.464, -1.327, -7.766)  -0.573
N (5.681, 0.319, -9.261)  -0.376
N (7.321, -0.132, -7.832)  -0.422
H (6.374, 0.888, -9.725)  0.149
H (4.771, 0.283, -9.698)  0.201
H (7.682, -0.658, -7.050)  0.227
H (7.614, 0.790, -8.124)  0.197
C (4.350, 8.811, -15.900)  0.607
O (4.907, 9.594, -16.628)  -0.649
N (3.767, 7.803, -16.380)  -0.405
N (4.289, 8.850, -14.633)  -0.396
H (4.286, 7.489, -17.188)  0.216
H (3.168, 7.106, -15.960)  0.195
H (4.058, 8.009, -14.124)  0.194
H (4.857, 9.540, -14.163)  0.238
C (6.735, 13.764, -1.015)  0.672
O (7.272, 13.776, 0.127)  -0.691
N (6.952, 12.825, -1.903)  -0.339
N (6.176, 14.741, -1.593)  -0.362
H (6.444, 12.976, -2.764)  0.159
H (7.760, 12.227, -1.804)  0.200
H (6.066, 15.634, -1.134)  0.211
H (5.689, 14.701, -2.477)  0.151

Properties
Charge: 0

=====

| no. | E_tot (eV) |
| --- | --- |
| 1 | -46281.9387 |
| 2 | -104398.4952 |